Entry 1:
{
  "formula": "C26H26BrCl5N2O2PbS3Sb2",
  "method": "wB97M-V/def2-TZVPD",
  "elements": ["Pb", "S", "Sb", "S", "S", "Cl", "C", "C", "C", "Cl", "C", "Cl", "C", "Cl", "C", "Cl", "C", "O", "C", "C", "C", "Br", "C", "C", "C", "O", "C", "N", "C", "C", "C", "C", "C", "C", "N", "H", "H", "H", "H", "H", "H", "H", "H", "H", "H", "H", "C", "C", "Sb", "C", "C", "C", "C", "H", "H", "H", "H", "H", "H", "H", "H", "H", "H", "H", "H", "H", "H", "H"],
  "xyz": [[1.45246, 2.20150, -1.16996], [3.27751, 3.09186, -5.44093], [4.10484, 3.11380, -3.24952], [2.46887, 4.48262, -2.12842], [3.45485, 0.94680, -2.41834], [-0.32420, 2.89554, 1.57015], [1.36142, 3.15992, 2.00141], [2.33827, 2.89208, 1.05519], [3.64572, 3.08430, 1.48350], [4.95963, 2.72792, 0.39282], [3.97367, 3.51277, 2.77106], [5.62390, 3.70496, 3.26038], [2.95564, 3.77848, 3.68284], [3.33117, 4.31252, 5.28320], [1.63212, 3.59903, 3.29677], [0.35742, 3.91096, 4.42649], [-1.12950, 4.28071, -3.36187], [-1.30533, 3.10956, -2.56750], [-2.44825, 2.41134, -2.72384], [-3.49050, 2.77619, -3.55472], [-4.62024, 1.96187, -3.64495], [-6.03525, 2.47886, -4.80266], [-4.73011, 0.80433, -2.92606], [-3.68255, 0.43232, -2.06630], [-2.54213, 1.23007, -1.95897], [-1.50972, 0.94115, -1.17060], [-3.75199, -0.79562, -1.27457], [-2.78003, -1.23289, -0.51264], [-3.23353, -2.41664, 0.05061], [-2.59770, -3.29500, 0.92237], [-3.29343, -4.42188, 1.32078], [-4.59614, -4.67714, 0.86517], [-5.23819, -3.81280, -0.00419], [-4.52846, -2.68355, -0.39880], [-4.83569, -1.63234, -1.24656], [-1.83761, 5.05712, -3.06044], [-1.24713, 4.05209, -4.42389], [-0.11038, 4.61202, -3.18088], [-3.43670, 3.68134, -4.13830], [-5.60997, 0.18570, -3.04332], [-1.67882, 0.08076, -0.71801], [-1.59067, -3.09560, 1.26866], [-2.82603, -5.12542, 1.99727], [-5.10832, -5.57116, 1.19938], [-6.24355, -4.00651, -0.35789], [-5.70532, -1.49143, -1.72579], [1.01878, -1.06909, 3.54222], [2.43050, -1.13852, 2.94726], [2.44536, -0.60313, 0.85354], [1.34997, -2.33884, 0.13605], [1.53894, -3.69806, 0.81225], [4.51290, -1.15927, 0.55917], [4.79587, -2.61619, 0.19085], [1.01243, -1.30485, 4.61018], [0.34258, -1.77335, 3.04613], [0.59099, -0.06922, 3.42177], [2.86986, -2.13268, 3.06991], [3.09269, -0.42229, 3.44066], [1.55773, -2.39303, -0.93573], [0.30893, -2.01568, 0.22792], [2.47768, -4.16525, 0.52010], [0.73368, -4.38700, 0.53482], [1.53435, -3.61549, 1.90273], [5.01745, -0.88756, 1.49032], [4.87158, -0.48880, -0.22260], [4.48158, -3.30342, 0.97875], [5.86655, -2.77247, 0.02579], [4.27956, -2.89835, -0.73023]],
  "forces_ev_per_angstrom": [[-0.01, 0.05, 0.40], [0.31, 0.04, 0.06], [-0.79, -0.12, -0.21], [0.38, -0.03, -0.09], [0.33, 0.18, -0.07], [0.07, 0.01, -0.01], [0.08, -0.03, 0.03], [-0.01, 0.06, 0.06], [-0.01, -0.02, 0.04], [-0.07, 0.02, 0.03], [0.08, -0.03, -0.08], [-0.08, 0.00, -0.02], [0.00, 0.00, 0.03], [-0.01, -0.01, -0.04], [-0.12, -0.02, -0.02], [0.04, -0.01, -0.02], [0.04, -0.03, 0.02], [-0.18, -0.03, -0.11], [-0.01, 0.26, -0.12], [0.02, 0.03, 0.00], [-0.01, 0.02, -0.01], [0.03, 0.01, 0.01], [0.04, -0.04, 0.03], [-0.06, -0.11, 0.05], [-0.03, -0.18, 0.07], [0.08, 0.09, 0.02], [-0.08, 0.02, -0.09], [0.04, -0.15, 0.14], [0.12, 0.10, -0.03], [0.03, -0.06, 0.07], [-0.01, 0.03, -0.02], [0.01, 0.03, -0.01], [0.02, 0.06, -0.01], [-0.12, 0.03, -0.10], [-0.03, -0.06, 0.04], [-0.02, -0.01, -0.03], [-0.01, -0.01, 0.02], [0.03, 0.00, 0.02], [0.00, 0.02, -0.01], [0.02, 0.02, 0.03], [-0.05, -0.08, 0.02], [-0.04, -0.01, -0.01], [0.00, 0.01, 0.00], [0.02, 0.03, -0.01], [0.03, -0.01, 0.01], [0.01, 0.02, -0.02], [0.14, 0.01, -0.06], [-0.26, 0.03, 0.07], [0.02, -0.13, 0.02], [0.10, -0.08, 0.09], [-0.08, 0.09, -0.04], [-0.03, -0.14, -0.14], [0.01, 0.14, 0.03], [0.00, 0.00, -0.02], [0.03, 0.04, 0.02], [0.02, -0.05, 0.00], [-0.01, 0.05, -0.01], [-0.01, -0.03, 0.01], [-0.05, -0.04, 0.01], [0.00, 0.01, -0.06], [0.02, 0.01, 0.03], [0.03, 0.01, 0.00], [0.00, -0.01, -0.04], [0.00, 0.03, -0.02], [0.03, -0.01, 0.04], [0.01, 0.01, -0.01], [-0.03, -0.01, -0.01], [0.01, 0.00, 0.05]],
  "nbo_charge": [1.002, -0.554, 0.977, -0.903, -0.910, 0.000, -0.086, -0.421, 0.027, 0.000, -0.128, 0.023, -0.095, 0.027, -0.094, 0.021, -0.266, -0.468, 0.273, -0.315, -0.072, 0.033, -0.247, -0.179, 0.387, -0.665, 0.405, -0.537, 0.171, -0.221, -0.228, -0.216, -0.232, 0.084, -0.530, 0.172, 0.179, 0.244, 0.239, 0.208, 0.521, 0.230, 0.214, 0.211, 0.212, 0.418, -0.623, -0.755, 1.086, -0.762, -0.624, -0.745, -0.616, 0.201, 0.193, 0.214, 0.205, 0.219, 0.226, 0.210, 0.209, 0.198, 0.198, 0.212, 0.245, 0.193, 0.201, 0.203],
  "homo_energy_ev": [-4.54, -4.47],
  "total_charge": -1,
  "relative_energy_kj_mol": 0.0,
  "total_energy_ha": -8009.3710,
  "gap_ev": [6.385, 5.102],
  "spin_multiplicity": 2
}



Entry 2:
{
  "formula": "C26H26Cl3N5",
  "method": "wB97M-V/def2-TZVPD",
  "elements": ["Cl", "C", "Cl", "Cl", "H", "C", "C", "C", "N", "C", "C", "H", "H", "H", "H", "H", "C", "C", "C", "N", "C", "C", "H", "H", "H", "H", "H", "C", "C", "C", "N", "C", "C", "H", "H", "H", "H", "H", "C", "C", "C", "N", "C", "C", "H", "H", "H", "H", "H", "C", "C", "C", "N", "C", "C", "H", "H", "H", "H", "H"],
  "xyz": [[0.86308, -0.48212, -1.97773], [1.21434, -0.12911, -0.26691], [-0.20191, 0.68757, 0.50515], [2.67029, 0.90616, -0.13794], [1.32978, -1.05154, 0.30220], [3.18470, 1.26059, -4.46289], [3.70169, 1.18442, -5.73880], [2.82091, 1.64674, -6.75911], [1.55793, 2.07557, -6.56092], [1.11625, 2.12150, -5.28828], [1.90042, 1.76111, -4.23432], [3.83626, 1.06704, -3.62361], [4.75893, 1.01900, -5.88464], [3.12275, 1.60924, -7.79539], [0.09343, 2.44797, -5.17150], [1.57192, 1.76767, -3.20551], [-2.09564, 0.42638, 3.46838], [-2.77078, -0.68914, 4.04804], [-4.03510, -0.38939, 4.52165], [-4.62782, 0.80628, 4.52431], [-3.98898, 1.86152, 3.92899], [-2.66395, 1.71299, 3.41454], [-1.10288, 0.15220, 3.14333], [-2.33840, -1.67820, 4.08273], [-4.65290, -1.17341, 4.93400], [-4.52497, 2.78737, 4.07704], [-2.18606, 2.50835, 2.86189], [0.78906, 3.72209, 3.35198], [1.67526, 2.72950, 2.84637], [2.22895, 1.83702, 3.71466], [1.78867, 1.68705, 4.99434], [0.90618, 2.63774, 5.46568], [0.46191, 3.67828, 4.69865], [0.35980, 4.47926, 2.71258], [1.98007, 2.82183, 1.81439], [2.89803, 1.05521, 3.38679], [0.67636, 2.57948, 6.51934], [-0.04581, 4.51446, 5.15628], [-1.87376, -1.40468, -7.24446], [-0.99439, -0.82709, -6.29497], [-0.71452, -1.46370, -5.11346], [-1.23101, -2.64955, -4.80994], [-2.04640, -3.25431, -5.70513], [-2.39288, -2.63223, -6.93773], [-2.04324, -0.93284, -8.20104], [-0.58459, 0.15285, -6.49037], [-0.12651, -0.89182, -4.41089], [-2.44010, -4.22579, -5.44509], [-3.08602, -3.16302, -7.57351], [0.18353, -4.05876, 4.42986], [0.24084, -2.76066, 4.96557], [0.71207, -1.73447, 4.06761], [1.02392, -1.92146, 2.74294], [0.80363, -3.19406, 2.26274], [0.36206, -4.24228, 3.06851], [-0.07236, -4.87395, 5.09046], [-0.00010, -2.53031, 5.99284], [0.71745, -0.69804, 4.37121], [0.95758, -3.41407, 1.21665], [0.33297, -5.23849, 2.65244]],
  "forces_ev_per_angstrom": [[0.11, -0.15, 0.77], [-0.62, 0.54, 0.14], [0.64, -0.26, -0.48], [-0.47, -0.55, -0.03], [0.32, 0.24, -0.19], [0.31, 0.56, 0.10], [-1.40, 1.42, -0.44], [-0.24, -0.47, 0.51], [1.00, -0.46, 0.27], [0.05, 0.02, -1.13], [0.73, -0.83, 0.86], [-0.09, -0.28, 0.19], [-0.11, -0.43, -0.36], [0.15, 0.13, -0.13], [-0.09, 0.15, 0.15], [-0.29, 0.32, -0.12], [-0.34, -1.14, 0.84], [-0.09, 2.56, -0.72], [-0.51, -0.36, 0.23], [0.80, 1.18, -1.03], [1.06, -2.19, 1.23], [-1.46, -1.04, -0.02], [0.21, 0.75, -0.44], [0.01, 0.05, 0.01], [-0.06, -0.21, 0.20], [0.19, 0.28, -0.55], [0.19, 0.14, 0.26], [0.73, -1.34, -0.08], [-0.91, 2.48, -0.21], [-1.22, -1.37, 1.59], [-0.72, 1.57, -0.09], [2.16, -1.72, -0.47], [-0.07, 0.85, -0.56], [0.17, 0.09, -0.11], [0.05, -0.33, -0.03], [0.31, 0.10, -0.11], [-0.16, -0.18, 0.05], [-0.45, -0.14, 0.02], [1.29, 0.33, 0.85], [-0.83, 0.33, -1.44], [-0.75, 0.20, -0.56], [-0.55, -1.19, -0.13], [0.83, 1.97, -0.29], [-0.19, -1.33, 1.22], [-0.20, 0.14, 0.05], [0.17, 0.04, -0.04], [0.24, -0.49, 0.40], [0.00, -0.05, 0.10], [0.02, 0.07, -0.25], [-0.52, 1.19, 0.68], [1.19, 0.50, -2.31], [-0.79, -1.23, -0.72], [-0.98, -1.75, 0.94], [-0.15, 1.07, 1.52], [0.96, 0.05, -0.08], [-0.07, -0.20, -0.11], [0.08, 0.00, -0.01], [0.39, 0.06, 0.31], [0.23, 0.38, -0.19], [-0.26, -0.04, -0.11]],
  "nbo_charge": [0.016, -0.249, -0.004, -0.001, 0.248, -0.163, -0.263, 0.042, -0.425, 0.015, -0.268, 0.215, 0.225, 0.191, 0.198, 0.228, -0.170, -0.263, 0.032, -0.426, 0.033, -0.273, 0.225, 0.228, 0.185, 0.201, 0.223, -0.163, -0.255, 0.013, -0.422, 0.024, -0.266, 0.218, 0.227, 0.204, 0.199, 0.220, -0.177, -0.243, 0.021, -0.418, 0.034, -0.256, 0.221, 0.224, 0.186, 0.195, 0.216, -0.165, -0.260, 0.033, -0.450, 0.028, -0.265, 0.219, 0.231, 0.216, 0.194, 0.222],
  "homo_energy_ev": -9.52,
  "total_charge": 0,
  "relative_energy_kj_mol": 101.2,
  "total_energy_ha": -2660.6259,
  "gap_ev": 10.019
}